Entry 1:
# C4H12O

A cluster of 2 separate species, C4H12O in total at a distorted geometry (ωB97M-V with the def2-TZVPD basis set, OMol25).

Results
Frontier orbital gap (hartree): 0.408
HOMO (Ha): -0.3732
SMILES: CCO.CC
F_max (eV Å⁻¹): 5.10
Total energy (Ha): -234.7637
Energy relative to the best compared isomer or geometry (same formula, charge and spin) (eV): 1.875

Cartesian coordinates (Å):
C  -1.4324  -1.8325  0.4417
C  -0.8217  -1.1437  -0.8319
O  -0.4189  -2.3059  1.3505
H  -2.0063  -1.2317  1.0620
H  -2.0035  -2.8122  0.3464
H  -1.4917  -1.1211  -1.6221
H  -0.2422  -1.9442  2.2012
H  -0.0131  -1.7639  -1.0162
H  -0.3990  -0.1728  -0.5818
C  0.5958  2.4187  -0.3443
C  1.5887  1.2579  0.0119
H  -0.3790  2.1622  0.0360
H  1.1488  3.2645  0.1167
H  0.6234  2.5307  -1.5041
H  1.4068  0.7480  1.0286
H  2.5884  1.4794  0.0218
H  1.2560  0.4668  -0.7165


Entry 2:
# C11H14NO

The ion C11H14NO with charge +1 at a distorted geometry (ωB97M-V with the def2-TZVPD basis set, OMol25).

Results
Frontier orbital gap (hartree): 0.312
HOMO (Ha): -0.4799
SMILES: CC(C)(C)[n+]1occ2ccccc21
F_max (eV Å⁻¹): 5.24
Charge: +1
Total energy (Ha): -557.2093
Energy relative to the best compared isomer or geometry (same formula, charge and spin) (eV): 0.715

Cartesian coordinates (Å):
C  -3.6773  0.4270  0.0607
C  -2.7013  1.3981  0.2643
C  -3.3372  -0.8832  -0.1965
C  -1.3354  1.2736  0.2019
C  -1.1302  -2.1694  -0.6393
C  -1.9182  -1.0529  -0.3369
C  -0.9128  -0.0678  -0.1121
C  1.7011  1.0429  1.2978
C  1.9167  0.7738  -1.1455
C  2.6558  -1.2084  0.2975
C  1.6700  -0.0181  0.1488
N  0.3049  -0.5915  -0.1575
O  0.1540  -1.9208  -0.4748
H  -4.7137  0.7394  0.1183
H  -2.9730  2.4262  0.5381
H  -4.0147  -1.5695  -0.4772
H  -0.6058  2.0654  0.3877
H  -1.4659  -3.1288  -0.8923
H  0.8478  1.0493  1.9404
H  2.6077  0.7799  1.9379
H  1.8921  2.1011  0.8539
H  2.6233  1.6149  -0.9328
H  2.3405  0.1310  -1.9847
H  1.1673  1.3066  -1.5790
H  2.5126  -2.0111  -0.4049
H  3.6835  -0.9584  -0.0081
H  2.7082  -1.5492  1.2942


Entry 3:
# C4H9NO2

The molecule C4H9NO2 at a distorted geometry (ωB97M-V with the def2-TZVPD basis set, OMol25).

Results
Frontier orbital gap (hartree): 0.390
HOMO (Ha): -0.3612
SMILES: C[C@@H](CO)NC=O
F_max (eV Å⁻¹): 3.82
Total energy (Ha): -362.9959
Energy relative to the best compared isomer or geometry (same formula, charge and spin) (eV): 2.438

Cartesian coordinates (Å):
C  0.0180  -1.5112  -1.0171
C  0.5751  -0.3231  -0.0673
C  0.4139  0.9834  -0.8171
O  1.0051  2.0650  -0.1648
N  -0.1627  -0.4759  1.1905
C  -0.9145  0.4907  1.8267
O  -0.9551  1.6895  1.5779
H  -0.2200  -2.5174  -0.5901
H  0.8315  -1.6892  -1.7091
H  -0.8951  -1.1994  -1.5484
H  1.6258  -0.5431  0.1429
H  0.9174  0.8333  -1.7753
H  -0.6601  1.1481  -1.0138
H  0.3861  2.2630  0.5645
H  -0.4805  -1.3357  0.7065
H  -1.4849  0.1221  2.6941